Below is C18H28N8O5PPtS as an isolated structure, with properties calculated with wB97M-V/def2-TZVPD.

The geometry in XYZ format:
```
62
Properties=species:S:1:pos:R:3:forces:R:3
Pt -0.403911 -0.676231 -0.196427 -0.3 0.6 -0.3
N -0.659262 -1.748344 8.166767 -0.1 0.0 -0.1
C -0.806155 -1.630329 6.816230 0.0 0.0 0.1
C -0.818687 -2.771133 6.000081 0.0 -0.1 0.1
C -0.954275 -2.653876 4.634856 0.0 0.0 0.0
C -1.105424 -1.393954 4.070894 0.2 0.1 0.1
C -1.108322 -0.244342 4.865271 -0.1 -0.1 0.0
C -0.965351 -0.363849 6.226566 0.0 0.1 0.0
S -1.186973 -1.204896 2.360074 0.0 0.1 0.3
O -0.965770 -2.492546 1.699356 0.0 0.1 0.1
O -2.379755 -0.485495 1.984094 0.1 0.0 0.0
N 0.055031 -0.222010 1.878347 0.3 -0.4 -0.3
C 1.328008 -0.816863 1.849696 -0.5 0.1 0.1
N 1.963855 -1.234040 2.929247 0.1 0.0 0.0
C 3.151335 -1.797420 2.720173 -0.1 0.0 0.1
C 3.707089 -1.950815 1.455030 0.1 0.0 0.1
C 2.959580 -1.499715 0.392390 0.0 0.1 -0.3
N 1.774581 -0.919053 0.587924 -0.3 -0.2 0.0
H -0.463857 -2.639479 8.581918 0.0 0.0 0.0
H -0.555734 -0.934412 8.742433 0.0 0.0 0.0
H -0.725833 -3.750878 6.454420 0.0 0.0 0.0
H -0.947959 -3.532768 4.002489 0.0 0.0 0.0
H -1.230682 0.729292 4.405563 0.0 0.0 0.0
H -0.981743 0.519129 6.855423 0.0 0.0 0.0
H 3.671103 -2.150743 3.604083 0.0 0.0 0.0
H 4.677877 -2.400043 1.307463 0.0 0.0 0.0
H 3.304102 -1.581083 -0.631536 0.0 0.0 0.0
C 0.522294 -3.019057 -2.721190 -0.1 0.0 0.0
O -0.699314 -2.338472 -3.047264 -0.1 0.1 0.1
P -1.612482 -1.655683 -1.943772 0.5 -0.3 -0.3
O -2.614631 -0.806830 -2.826525 0.0 0.3 0.1
C -2.243421 0.425622 -3.467330 0.0 -0.1 -0.1
O -2.537564 -2.834810 -1.471852 0.1 0.0 0.1
C -3.599180 -2.655361 -0.506459 0.0 0.1 0.0
H 1.107595 -3.053233 -3.632450 0.0 0.0 -0.1
H 0.301104 -4.027678 -2.379807 0.0 0.0 0.0
H 1.077815 -2.481913 -1.954909 0.0 0.1 0.1
H -3.095310 0.724551 -4.067873 0.0 0.0 0.0
H -1.377634 0.273385 -4.111988 0.0 0.0 0.0
H -2.034108 1.195022 -2.727077 0.0 0.0 0.1
H -3.880126 -3.649240 -0.176857 0.0 0.0 0.0
H -4.443755 -2.171276 -0.992655 0.0 0.0 0.0
H -3.260826 -2.064013 0.344576 0.0 0.0 -0.1
C 1.255746 3.623903 -5.389270 0.0 0.0 0.0
C 1.216559 4.542167 -4.170305 -0.1 -0.1 0.0
C -0.218889 4.892130 -3.780277 0.0 0.0 0.0
C 1.987154 3.972460 -2.981251 -0.1 -0.1 0.0
N 1.421709 2.713721 -2.475397 0.2 0.1 -0.4
C 0.542362 2.516071 -1.503039 -0.4 0.1 0.5
N 0.269441 1.237229 -1.439281 0.6 -0.9 -0.4
N 1.022005 0.644136 -2.418221 0.0 0.5 0.0
N 1.703516 1.528623 -3.043726 -0.2 -0.1 0.4
H 0.822828 4.133534 -6.249994 0.0 0.0 0.0
H 0.678771 2.711040 -5.219813 0.0 0.0 0.0
H 2.275529 3.330180 -5.645444 0.0 0.0 0.0
H 1.745767 5.465392 -4.420118 0.0 0.0 0.0
H -0.804093 3.986458 -3.588881 0.0 0.0 0.0
H -0.713145 5.427521 -4.591363 0.0 0.0 0.0
H -0.259852 5.525051 -2.889197 0.0 0.0 -0.1
H 1.965965 4.676963 -2.151265 0.1 0.0 0.1
H 3.021365 3.766752 -3.242062 0.1 -0.1 0.0
H 0.123940 3.291547 -0.880486 0.1 -0.1 0.0
```
Positions in Å, forces in eV/Å.

Calculated values
Total charge = +1
Strongest force on any atom = 1.15 eV/Å
LUMO level (alpha / beta) = -2.41 / -4.59 eV
Energy relative to the best compared isomer or geometry (same formula, charge and spin) = 0.515 eV
E = -2375.5735 hartree
HOMO-LUMO gap (alpha / beta) = 0.2914 / 0.2128 Ha
Expectation value of S² = 2.0063
Spin multiplicity = 3
HOMO level (alpha / beta) = -10.342 / -10.385 eV